# 1
The following is a quantum chemistry calculation of 8 unconnected molecules or ions with the total composition C32H64O12, from the OMol25 dataset.

Each line ends with the Mulliken charge.
Positions of all 108 atoms, in Å:
1 O 2.88613 -1.42062 -4.31502  -0.507
2 O 0.28713 4.32483 1.03773  -0.276
3 O 4.19405 -2.54317 1.73942  -0.423
4 O 6.73441 2.84619 -0.51367  -0.495
5 O -2.37741 -5.02734 -0.78971  -0.572
6 O -2.76343 2.84515 -1.18354  -0.213
7 O 0.36558 0.03520 -0.82539  -0.373
8 O -4.44128 -5.80199 -1.72549  -0.327
9 O -0.46335 4.09802 3.16351  -0.632
10 O 1.82417 3.71374 2.44340  -0.120
11 O -3.55413 0.49118 4.53803  -0.509
12 O -4.43283 -4.31425 -0.09102  -0.280
13 C -5.19244 -2.55099 1.21148  -0.975
14 C -0.14403 -1.26470 1.05328  0.912
15 C -3.46334 0.80227 2.24112  0.133
16 C -4.45148 1.50099 4.12096  -0.764
17 C -3.95550 -3.32259 0.75663  0.276
18 C -3.84977 -6.80717 -2.58047  -0.615
19 C 6.22556 1.50058 -0.42797  -0.639
20 C 1.96105 -1.83768 -5.31464  -0.552
21 C 5.82913 3.69722 0.23757  -0.501
22 C 1.19347 0.09434 -4.04100  0.274
23 C 0.38529 0.15139 1.44396  -0.097
24 C 3.72287 2.90925 3.63643  -0.984
25 C -2.83799 -0.00747 3.37519  -0.040
26 C -0.50969 -0.98483 -0.42918  -0.260
27 C 2.31920 3.44541 3.76078  -0.366
28 C 2.47903 -3.91054 0.80111  -0.740
29 C 0.93838 -0.71317 -5.31781  -0.607
30 C -4.30194 1.38046 -2.25971  -0.574
31 C -3.60554 -5.05213 -0.90123  0.717
32 C -4.11339 2.60489 -1.33962  -0.424
33 C -2.08147 2.37700 -2.31409  -0.374
34 C -2.87259 1.20113 -2.76972  -0.012
35 C 4.72279 1.57047 -0.16622  0.938
36 C 3.09763 -3.33549 2.07548  -0.315
37 C -4.79497 1.25894 2.66407  -0.475
38 C 3.16451 -3.07369 -0.29685  0.487
39 C -0.91119 4.75127 0.46734  -0.453
40 C 4.56186 -2.71254 0.35682  -0.200
41 C 2.13205 -0.86735 -3.26173  0.670
42 C 1.11381 0.70666 0.21202  0.098
43 C 0.46218 4.11240 2.33136  0.671
44 C 4.44583 3.06244 -0.17108  -0.126
45 H 1.58249 -2.82758 -5.05990  0.279
46 H -1.02775 2.12460 -2.19550  0.068
47 H -2.86299 1.12014 -3.85666  0.477
48 H -3.25194 -2.65707 0.25646  -0.136
49 H 6.08953 3.54373 1.28481  0.252
50 H -4.38646 -7.71101 -2.29212  0.231
51 H 1.68821 -1.69274 -2.70509  -0.039
52 H 5.83270 4.75435 -0.02810  0.397
53 H -2.82371 1.65000 1.99549  0.010
54 H 4.34142 3.64747 3.12600  0.188
55 H 0.60709 -2.04890 1.14792  -1.042
56 H -5.96917 -3.20346 1.61033  0.420
57 H 1.09728 -0.12819 -6.22370  0.330
58 H 2.37986 4.28690 4.45094  0.361
59 H -4.66931 2.55512 -0.40337  0.283
60 H 3.72369 1.89673 3.23281  0.159
61 H 1.71832 1.02669 -4.24922  0.375
62 H 0.25448 0.34105 -3.54551  -0.430
63 H 2.85697 -0.30156 -2.67651  -0.393
64 H -5.18287 2.19132 2.25383  0.347
65 H -3.11139 -1.05693 3.26576  0.134
66 H 2.33932 -2.00483 -6.32313  0.330
67 H 5.36148 -3.43902 0.21210  0.321
68 H -0.88856 5.09725 -0.56604  0.242
69 H -4.79086 -1.84548 1.93886  0.058
70 H 1.39207 -3.83198 0.77971  0.286
71 H -1.04538 -1.55351 1.59388  0.244
72 H 6.52157 0.84178 -1.24435  0.390
73 H -3.43323 0.22268 1.31848  0.101
74 H -0.49535 0.76763 1.62506  -0.490
75 H 2.13792 0.33788 0.26938  -0.424
76 H 4.79094 -1.70024 0.02384  -0.024
77 H 2.34759 -2.79401 2.65197  0.194
78 H -2.76601 -6.75963 -2.47410  0.330
79 H 4.54373 1.06780 0.78424  0.127
80 H -0.30144 -1.88877 -1.00154  0.237
81 H -1.33495 5.56731 1.05267  0.385
82 H 4.20269 2.72581 4.59778  0.454
83 H -4.62211 0.52801 -1.66060  0.014
84 H -2.01123 3.12595 -3.10291  0.383
85 H 4.13928 3.31670 -1.18571  0.394
86 H 1.05666 0.27179 2.29418  0.591
87 H -5.61065 -2.01693 0.35827  0.280
88 H 6.74140 0.99883 0.39072  0.287
89 H -1.65935 3.96840 0.59175  0.053
90 H 0.94480 1.77759 0.09957  0.347
91 H -1.54865 -0.66367 -0.50341  -0.129
92 H 2.58467 -2.15374 -0.37155  -0.671
93 H 4.17213 1.15644 -1.01087  -0.773
94 H 3.62973 3.19244 0.53968  -0.180
95 H -0.05409 -1.14783 -5.43695  0.281
96 H -3.38331 -3.70349 1.60256  0.333
97 H 2.76639 -4.94686 0.62343  0.404
98 H -1.75724 0.11831 3.44049  0.176
99 H 3.39947 -4.10890 2.78176  0.317
100 H -5.11207 1.48216 -2.98184  0.314
101 H -5.42206 1.50675 4.61697  0.426
102 H -4.47928 3.39936 -1.99004  0.329
103 H -4.07473 -6.73785 -3.64474  0.241
104 H -3.96527 2.47327 4.20057  0.296
105 H 3.19257 -3.60056 -1.25064  0.511
106 H -5.55385 0.50792 2.44461  0.230
107 H -2.45304 0.26983 -2.38922  -0.179
108 H 1.68347 2.73105 4.28387  0.333

Results
Orbital gap, eV: 9.95
HOMO level, Eh: -0.348
SMILES: CCOC(=O)OC.CCOC(=O)OC.C1CCOC1.C1CCOC1.C1CCOC1.C1CCOC1.C1CCOC1.C1CCOC1



# 2
The following is a quantum chemistry calculation of a molecular structure, C30H33ClN4O4PRh, from the OMol25 dataset.

Each line ends with the Mulliken spin population.
Positions of all 74 atoms, in Å:
1 Rh -0.84338 0.51431 -0.62024  2.574
2 Cl -4.66189 -3.42770 -2.77641  0.010
3 P 0.10898 2.39382 0.67198  0.309
4 O -4.24869 0.15577 1.81050  0.028
5 O -5.86976 -1.78974 1.32185  0.001
6 O -2.46661 1.04901 0.81183  0.192
7 O -6.10718 -3.34715 -0.23232  0.002
8 N 0.93061 -2.63267 1.91919  0.071
9 N -2.93023 -1.41410 -2.23702  0.003
10 N -2.68383 -0.51843 -1.26413  0.125
11 N 0.03673 -1.22333 0.30954  0.222
12 C -0.68148 -0.93926 2.61691  -0.029
13 C 2.81792 2.84961 1.30231  0.036
14 C 1.24618 2.68314 3.14171  0.049
15 C 3.04404 -2.25689 0.64961  0.001
16 C 0.73624 2.53117 -1.03691  -0.002
17 C -4.43506 -1.74466 -0.60778  0.001
18 C -2.13394 -1.35915 -3.42573  0.028
19 C 1.52160 2.63859 1.77139  0.055
20 C -2.38731 -2.13855 -4.54745  -0.003
21 C -0.99789 3.79336 0.98411  0.041
22 C -0.28517 -0.32573 -4.58994  0.016
23 C -3.44853 0.22739 0.89393  -0.005
24 C 1.54686 1.47499 -1.51067  0.229
25 C 2.03893 2.73183 -3.49163  0.062
26 C 0.93008 -3.18788 3.28035  -0.005
27 C 1.88763 -3.20732 0.96578  0.006
28 C 3.54836 3.20930 3.56791  0.035
29 C 2.25951 2.97916 4.03510  -0.013
30 C -5.55995 -2.36560 0.18897  0.003
31 C 0.14092 -1.62495 1.56925  -0.008
32 C 3.82335 3.14502 2.20811  -0.008
33 C 0.55224 3.66680 -1.83749  0.009
34 C 2.05304 -2.64141 4.15835  0.008
35 C -0.54007 -1.10650 -5.70725  0.001
36 C -3.56621 -0.70118 -0.28918  0.042
37 C -1.58584 -2.01304 -5.67289  0.001
38 C 1.21802 3.76681 -3.04448  0.006
39 C -1.07236 -0.45691 -3.46378  -0.010
40 C -3.99548 -2.18084 -1.86697  0.037
41 C 2.19303 1.57947 -2.73268  -0.004
42 H 2.82470 0.77320 -3.08195  0.001
43 H -5.33744 -0.98900 1.53622  0.001
44 H 2.56252 2.82863 -4.43371  0.000
45 H 0.52428 -1.80727 -0.36015  0.004
46 H -1.61361 -1.48673 2.77691  0.000
47 H 4.82500 3.33897 1.84852  0.001
48 H -1.78795 -2.63275 -6.53553  0.000
49 H 0.52109 0.39499 -4.59947  0.003
50 H 1.04216 -4.26689 3.18600  -0.001
51 H 3.03230 -2.91514 3.76613  0.000
52 H 0.23997 2.49753 3.50184  0.007
53 H 2.27690 -4.12175 1.40484  0.000
54 H -0.41079 4.71015 1.02826  0.017
55 H -0.86100 0.17823 -2.59709  -0.048
56 H -0.03718 -3.00551 3.73975  0.002
57 H 0.06991 -1.00150 -6.59350  0.000
58 H 4.34148 3.43744 4.26707  0.001
59 H 2.04624 3.03604 5.09388  0.000
60 H 1.36785 -3.49901 0.04922  -0.003
61 H 3.68995 -2.12893 1.51652  0.000
62 H -0.94202 0.05730 2.27538  0.010
63 H 2.00951 -1.55507 4.24622  -0.001
64 H 3.64458 -2.65957 -0.16528  -0.001
65 H -1.49892 3.63616 1.93909  -0.006
66 H -0.15740 -0.86683 3.56528  0.002
67 H 1.11169 4.66461 -3.63881  0.001
68 H -1.76433 3.84871 0.21135  -0.002
69 H 1.74866 0.61817 -0.86964  -0.109
70 H -0.07384 4.48212 -1.50013  0.000
71 H -3.20751 -2.83247 -4.55721  0.001
72 H 1.96013 -3.06580 5.15717  -0.001
73 H 2.67869 -1.27174 0.35487  -0.006
74 H 3.04100 2.81716 0.24417  0.008

Results
Charge: +2
Orbital gap (spin up / spin down), eV: 8.51 / 5.41
HOMO level (spin up / spin down), Eh: -0.526 / -0.531
⟨S²⟩: 6.021
Spin multiplicity: 5



# 3
The following is a quantum chemistry calculation of a single C22H19BrN2O5 molecule, from the OMol25 dataset.

Each line ends with the natural charge from an NBO analysis.
Positions of all 49 atoms, in Å:
1 Br 5.76927 -2.44565 -0.69002  0.044
2 O 1.38594 4.33820 0.99487  -0.477
3 O -4.26823 -2.09524 -0.94642  -0.518
4 O -0.41283 -2.11289 1.96554  -0.493
5 O -0.48775 2.51023 0.20900  -0.403
6 O -2.66573 -3.48455 0.82486  -0.517
7 N -1.92384 2.54760 -1.44541  -0.294
8 N -1.28222 3.73040 -1.42525  -0.290
9 C 3.60207 1.64632 1.90257  -0.154
10 C -1.76597 0.46733 -0.13482  -0.104
11 C 4.10206 -0.38419 -1.75498  -0.239
12 C -2.85986 -0.14326 -0.74407  -0.303
13 C 3.15813 1.44308 -0.48352  0.034
14 C 4.71397 -0.85951 -0.58671  -0.079
15 C -5.09618 -1.39943 -1.84888  -0.252
16 C -2.37768 -2.19335 0.46667  0.173
17 C 2.35766 2.60107 -0.40867  -0.309
18 C -0.44053 3.68670 -0.44460  0.425
19 C -0.36321 -3.50317 2.20809  -0.238
20 C 3.78752 0.94925 0.68849  -0.087
21 C -1.27254 -1.56637 1.06829  0.289
22 C -1.43848 1.82876 -0.47621  0.463
23 C 4.57069 -0.21819 0.61166  -0.210
24 C 0.52244 4.75109 -0.03113  -0.118
25 C -3.11168 -4.39767 -0.15976  -0.242
26 C 2.17093 3.23883 0.79210  0.311
27 C -0.98775 -0.23551 0.76870  -0.239
28 C -3.17844 -1.45333 -0.43395  0.334
29 C 3.33968 0.74830 -1.69793  -0.188
30 C 2.81574 2.75664 1.95422  -0.243
31 H -0.03084 5.60246 0.37883  0.230
32 H 2.65245 3.29325 2.87526  0.229
33 H -2.60035 -4.24096 -1.11211  0.178
34 H 1.89108 2.95023 -1.31829  0.216
35 H -4.55052 -1.10334 -2.74948  0.182
36 H -0.13309 0.21950 1.24283  0.238
37 H -1.27776 -3.86656 2.67897  0.191
38 H -0.17685 -4.06536 1.28998  0.175
39 H 4.23859 -0.91675 -2.68366  0.230
40 H 2.86110 1.12224 -2.59129  0.214
41 H -4.18958 -4.32819 -0.31339  0.193
42 H -5.88418 -2.10155 -2.11737  0.200
43 H -3.44347 0.43975 -1.43432  0.242
44 H -5.54098 -0.51485 -1.38429  0.183
45 H 4.08599 1.27796 2.79480  0.216
46 H 1.07010 5.09884 -0.91881  0.208
47 H 5.04833 -0.59577 1.50334  0.226
48 H -2.86166 -5.38588 0.22842  0.186
49 H 0.47844 -3.63649 2.88787  0.189

Results
Orbital gap, eV: 8.64
HOMO level, Eh: -0.301
SMILES: COc1cc(-c2nnc(COc3ccc4cc(Br)ccc4c3)o2)cc(OC)c1OC



# 4
The following is a quantum chemistry calculation of a molecular structure, IZn, from the OMol25 dataset.

Each line ends with the natural charge from an NBO analysis.
Positions of all 2 atoms, in Å:
1 I -0.22698 -1.30108 -0.32354  -0.124
2 Zn 0.22698 1.30108 0.32354  1.124

Results
Charge: +1
Orbital gap, eV: 6.21
HOMO level, Eh: -0.551